No. 1
Computed, not measured: an isolated molecule of C20H21N3O3 at a distorted geometry, with ωB97M-V with the def2-TZVPD basis set.

Summary:
E_HOMO = -0.2917 hartree
molecular weight = 351.4 Da
energy above the lowest of the compared OMol25 structures with the same formula, charge and spin = 5.577 eV
energy = -31691.0905 eV
SMILES = N[C@@H](Cc1c[nH]c2ccccc12)C(=O)N[C@@H](Cc1ccccc1)C(=O)O

The geometry in XYZ format:
```
47
Properties=species:S:1:pos:R:3:forces:R:3
C -2.68342 1.38737 1.67437 2.109 2.269 -1.024
C -1.46254 1.33496 0.58723 -2.967 -0.409 -0.824
C -2.28020 0.74054 3.00128 1.359 -2.215 1.312
C -0.80443 0.57119 3.40154 -0.203 0.842 -1.547
C -0.19959 1.30877 4.36759 -1.818 -0.661 -1.909
C 0.26620 -0.17591 2.69621 -1.613 1.981 2.301
C 1.43339 0.15569 3.40931 0.080 -2.215 -1.288
C 0.28743 -0.99301 1.63064 0.586 -2.809 -1.036
C 2.61011 -0.54441 3.30774 0.368 -1.974 -1.466
C 1.44354 -1.83039 1.55391 -1.303 -0.189 -0.949
C 2.53119 -1.64619 2.41148 1.272 1.144 -0.963
C -0.75720 0.59878 -1.63899 -1.278 -2.918 0.751
C 0.07154 1.72222 -2.19761 0.442 0.224 0.937
C -1.11307 -0.41014 -2.79237 0.311 1.251 2.539
C 0.07494 -1.24859 -3.18067 -2.168 -0.983 0.609
C 0.84983 -0.71036 -4.16923 0.331 1.085 -0.717
C 0.22010 -2.56936 -2.74614 0.600 -1.522 -0.466
C 1.91006 -1.37893 -4.71014 -0.646 -3.993 2.968
C 1.16106 -3.40403 -3.38019 0.974 0.029 0.709
C 2.07078 -2.76915 -4.23528 -2.810 3.341 -0.114
H -3.75925 -0.11736 1.45183 -1.654 0.434 -0.241
H -4.58400 1.29120 1.94390 -0.328 -0.875 -0.478
H -2.80470 2.51504 1.70695 0.314 -1.094 0.600
H -2.84659 1.10889 3.88460 0.273 0.149 -0.702
H -2.50949 -0.37441 3.01158 -0.692 1.095 -0.644
H -0.73138 2.11284 4.79751 0.247 0.702 1.158
H 1.80520 1.36722 4.94248 -0.208 0.217 0.261
H -0.62388 -1.03518 0.99701 0.868 -0.602 0.310
H 3.53391 -0.33749 3.84202 -0.292 0.109 0.027
H 1.52781 -2.67991 0.82659 -0.246 1.146 0.528
H 3.43570 -2.17788 2.03448 -0.594 0.231 1.136
H -2.82120 0.84692 -0.80745 -0.052 -0.128 -0.432
H -0.25636 -0.04216 -0.84880 1.039 0.741 -1.721
H -1.93479 -0.92124 -2.38827 -0.979 -1.576 0.475
H -1.54382 0.15239 -3.56899 -0.070 0.704 -1.458
H 0.57072 0.29917 -4.44941 0.358 0.021 -0.247
H -0.28312 -3.16754 -1.96949 -0.636 1.317 -0.203
H 2.69215 -0.93595 -5.23195 0.934 0.662 -1.255
H 1.25602 -4.50912 -3.01767 0.032 2.236 -0.934
H 2.91949 -3.18956 -4.55653 2.877 -2.132 -1.223
H 0.83933 1.45888 -0.44817 -0.180 0.784 -0.776
N -3.97263 0.87462 1.23293 1.307 -0.680 0.177
N 1.10609 1.05942 4.28990 2.336 2.902 3.648
N -1.82751 0.96129 -0.67571 -0.922 0.475 -0.032
O -0.32902 1.65659 0.80526 0.998 0.433 1.494
O -0.02219 2.29485 -3.26063 -0.178 -0.632 0.879
O 1.00100 1.95276 -1.29790 1.820 1.083 -0.171
```
Positions in Å, forces in eV/Å.



No. 2
Computed, not measured: a structure of composition C31H21CaN5O2S at a distorted geometry, with ωB97M-V with the def2-TZVPD basis set.

Summary:
E_HOMO = -0.0172 hartree
molecular weight = 567.7 Da
energy above the lowest of the compared OMol25 structures with the same formula, charge and spin = 5.363 eV
net charge = -2
energy = -73308.6508 eV

The geometry in XYZ format:
```
61
Properties=species:S:1:pos:R:3:forces:R:3
Ca -0.40146 -0.63916 0.70318 1.061 -0.339 -0.645
C -0.62020 2.55938 4.82803 -0.101 -0.003 -0.006
C 0.05108 1.50149 4.03289 0.027 -0.154 -0.084
N -0.27182 1.48295 2.59317 0.715 0.351 -0.150
C -0.98479 2.52532 1.97955 -0.240 0.185 -0.003
C -1.34927 3.63520 2.75009 -0.041 -0.072 -0.279
C -1.23877 3.56085 4.20878 0.051 -0.077 0.190
C -1.84075 4.79383 2.14293 0.012 0.032 0.093
C -1.95279 4.83633 0.76544 -0.017 0.006 0.009
C -1.64731 3.72265 -0.00031 -0.022 -0.003 0.031
C -1.20923 2.50339 0.56677 0.045 0.123 -0.134
N -0.87195 1.38079 -0.12770 -0.333 1.026 -0.073
C -1.19007 1.19241 -1.44493 0.020 0.175 -0.190
C -2.33186 1.69882 -2.09967 -0.037 -0.026 0.032
C -2.53209 1.52102 -3.45598 0.032 -0.022 -0.058
C -1.60916 0.82991 -4.22514 0.003 -0.023 -0.003
C -0.51936 0.22553 -3.59796 -0.021 -0.012 -0.005
C 0.47203 -0.52125 -4.40514 0.043 -0.039 -0.016
C 1.80899 -0.85720 -3.78758 -0.046 -0.045 0.027
C 1.89642 -0.72717 -2.29364 0.008 -0.120 -0.083
N 0.72338 -0.28884 -1.53756 -0.054 0.451 -0.185
C -0.33942 0.35522 -2.22432 -0.320 0.127 -0.126
H -0.58951 2.46244 5.90711 -0.014 0.040 0.001
H 1.13425 1.50722 4.20654 -0.014 -0.037 0.005
H -1.72161 4.35033 4.77695 0.008 -0.010 0.021
H -2.11435 5.64559 2.75751 -0.001 -0.012 0.000
H -2.29067 5.74436 0.27546 0.017 -0.012 -0.013
H -1.71706 3.79697 -1.07578 -0.006 -0.011 0.008
H -3.08023 2.21432 -1.51366 0.037 0.025 -0.001
H -3.42137 1.92916 -3.92612 -0.007 0.020 0.034
H -1.73700 0.72761 -5.29780 -0.003 -0.016 0.007
H 0.47581 -0.26116 -5.45854 0.002 0.025 0.009
H 2.71228 -0.70802 -4.36380 -0.009 0.009 -0.021
H 2.85137 -0.47519 -1.84704 -0.034 -0.003 0.065
C 3.35144 -1.45970 2.85868 0.071 0.059 0.017
C 3.36140 -2.83038 2.52887 -0.095 0.026 -0.089
C 2.68155 -3.27382 1.43402 -0.019 -0.084 0.085
C 1.97518 -2.34425 0.60014 0.236 -0.050 -0.177
N 1.87465 -1.03271 1.01090 0.859 -0.331 0.273
C 2.56435 -0.63826 2.08233 0.078 -0.028 0.143
C 1.39408 -2.68908 -0.61404 -0.220 0.271 0.306
C 1.20982 -3.97931 -1.20010 0.014 -0.050 -0.085
C 0.62641 -3.93729 -2.42135 0.028 -0.020 -0.018
C 0.82538 -1.95925 -4.09550 -0.094 -0.018 0.022
C 0.27323 -2.51795 -2.78897 0.032 0.060 -0.046
C 0.97355 -1.72669 -1.67427 0.428 -0.348 -0.327
H 3.87948 -1.07995 3.72249 -0.056 0.028 0.009
H 3.90245 -3.53231 3.15505 0.000 -0.028 -0.018
H 2.67145 -4.32420 1.17158 0.044 0.002 0.012
H 2.44438 0.41228 2.34207 -0.028 -0.021 -0.007
H 1.48970 -4.89939 -0.69967 -0.029 -0.009 -0.008
H 0.31479 -4.78961 -3.01140 0.022 -0.035 0.048
H 0.97392 -2.63792 -4.92833 0.031 0.052 -0.031
H -0.81483 -2.35773 -2.75978 0.006 0.003 0.049
S -0.57423 -1.09051 5.20861 -0.057 -0.244 0.211
C -0.49896 0.07350 4.02424 0.064 0.548 -0.247
N -0.79206 0.13456 2.73403 -0.771 0.174 1.604
O -1.17605 -2.72047 1.08624 -0.224 -0.629 0.230
C -2.16248 -2.43840 0.37972 -0.890 -0.952 -0.132
O -2.36584 -1.35524 -0.21735 -0.314 -0.061 -0.319
H -2.94630 -3.23105 0.26009 0.122 0.124 0.035
```
Positions in Å, forces in eV/Å.



No. 3
Computed, not measured: a structure of composition H12NaO10S at a distorted geometry, with ωB97M-V with the def2-TZVPD basis set.

Summary:
E_HOMO = -0.1225 hartree
molecular weight = 227.1 Da
energy above the lowest of the compared OMol25 structures with the same formula, charge and spin = 0.305 eV
net charge = -1
energy = -35925.3967 eV

The geometry in XYZ format:
```
24
Properties=species:S:1:pos:R:3:forces:R:3
Na -0.42488 -0.09954 -0.42825 0.392 0.077 0.357
S 2.77297 0.25162 0.72710 2.390 0.110 0.439
O 1.33141 0.24136 1.11555 -2.181 -0.011 0.055
O 2.91452 -0.55429 -0.50475 -0.371 -0.313 -0.271
O 3.17391 1.65682 0.50329 -0.366 0.104 -0.207
O 3.55219 -0.33382 1.84335 -0.398 -0.003 -0.399
O -0.03909 -2.52989 0.03995 0.094 0.019 0.107
H 0.73823 -2.31418 0.58992 -0.063 0.271 -0.266
H 0.33270 -2.92024 -0.75593 0.193 -0.067 0.173
O -0.29530 2.28472 -0.75688 -0.003 0.127 0.045
H -0.50492 3.10703 -1.20528 0.002 -0.044 -0.009
H 0.38701 2.52291 -0.10929 0.184 -0.222 -0.257
O 0.38651 -0.67737 -2.72787 -0.409 -0.077 -0.094
H 0.60565 -1.60651 -2.59889 0.326 0.155 0.040
H -0.10657 -0.65514 -3.55503 0.078 0.026 0.031
O -2.06947 -0.59501 1.68682 -0.399 -0.207 -0.033
H -1.44543 -1.07141 2.24519 0.104 0.115 -0.135
H -1.96774 0.33460 1.94762 0.431 -0.017 -0.157
O -0.56419 1.70755 2.10157 -0.492 0.812 0.271
H 0.29589 1.58541 1.63281 0.103 -0.937 0.381
H -0.35013 1.54240 3.02457 0.270 0.014 -0.091
O -2.74044 -0.38380 -1.34695 -0.018 -0.029 -0.272
H -3.20148 -1.21062 -1.16423 0.127 0.079 0.206
H -2.78132 -0.28261 -2.30436 0.006 0.017 0.085
```
Positions in Å, forces in eV/Å.



No. 4
Computed, not measured: an isolated molecule of CH3F2NO at a distorted geometry, with ωB97M-V with the def2-TZVPD basis set.

Summary:
E_HOMO = -0.3337 hartree
molecular weight = 83.0 Da
energy above the lowest of the compared OMol25 structures with the same formula, charge and spin = 4.075 eV
energy = -10055.1602 eV
SMILES = NOC(F)F

The geometry in XYZ format:
```
8
Properties=species:S:1:pos:R:3:forces:R:3
C -1.90814 0.04370 0.22648 1.694 -4.162 -0.197
N 0.37905 0.05619 -0.37595 3.687 0.489 2.140
O -0.64124 -0.73583 -0.62822 -6.491 1.213 1.299
F -2.92130 -0.83420 0.10304 -0.270 0.640 -1.071
F -2.16001 1.21538 -0.30767 0.213 -0.477 0.135
H -1.74502 -0.04798 1.33176 1.045 1.214 -1.081
H 1.15284 -0.59198 -0.19009 0.016 0.936 -0.177
H 0.58989 0.73063 -1.07688 0.106 0.148 -1.048
```
Positions in Å, forces in eV/Å.



No. 5
Computed, not measured: a cluster of 3 separate species, C14H18FN6S in total at a distorted geometry, with ωB97M-V with the def2-TZVPD basis set.

Summary:
E_HOMO = -0.4420 hartree
molecular weight = 321.4 Da
net charge = +1
energy = -37295.7524 eV

The geometry in XYZ format:
```
40
Properties=species:S:1:pos:R:3:forces:R:3
C -1.12784 0.05267 -0.93832 0.469 0.567 0.582
C -0.44191 -1.18778 -0.43698 -0.046 0.438 -0.764
F -1.24107 -1.94420 0.34777 -0.226 -0.212 0.320
N 0.78228 -0.89791 0.32276 -0.110 -1.046 -0.119
C 1.69949 -1.78260 0.72839 0.293 0.811 0.413
N 2.67860 -1.19559 1.39042 0.323 -0.291 -0.032
C 2.38417 0.10930 1.39333 -0.284 -0.613 0.033
N 3.14121 1.05202 1.95095 -0.622 0.803 -0.434
S 2.69746 2.71008 1.86050 -0.230 -0.125 0.228
N 1.21008 0.31016 0.75581 0.643 0.695 0.365
H -1.72419 0.53206 -0.16642 -0.215 -0.170 0.160
H -0.35849 0.76907 -1.21872 -0.016 0.082 -0.461
H -1.71913 -0.15362 -1.81619 -0.130 -0.110 -0.166
H -0.12608 -1.76957 -1.29787 0.092 -0.373 0.052
H 1.65276 -2.84290 0.56545 -0.262 -0.144 -0.207
H 4.00332 0.79944 2.40326 0.172 -0.186 -0.150
H 2.50122 2.77776 0.52620 0.421 -0.043 0.012
H 0.70671 1.17217 0.62459 -0.232 -0.023 -0.010
N -1.73651 -0.14873 5.21873 0.084 -0.001 0.020
C -1.19495 -0.23715 6.43164 -0.110 0.006 -0.003
C 0.16932 -0.35976 6.65990 -0.005 0.002 -0.041
C 1.01737 -0.39529 5.56719 0.093 -0.001 -0.007
C 0.46744 -0.30552 4.29798 -0.085 0.036 0.036
C -0.90798 -0.18329 4.18073 -0.070 0.022 -0.071
H -1.89460 -0.20818 7.25875 0.041 -0.002 0.037
H 0.55273 -0.42594 7.66818 -0.018 -0.003 0.012
H 2.08734 -0.49210 5.70225 -0.006 -0.012 0.011
H 1.08856 -0.32913 3.41318 -0.005 -0.057 0.099
H -1.38008 -0.10912 3.20451 0.033 -0.023 -0.016
N -1.10501 0.18306 -4.48344 -0.008 -0.006 -0.004
C -2.29043 0.58554 -4.94447 0.032 -0.024 0.129
C -2.55796 0.81372 -6.28417 0.021 0.000 -0.008
C -1.53846 0.61713 -7.20067 -0.009 0.009 -0.057
C -0.29939 0.20073 -6.74209 -0.022 0.007 0.005
C -0.13652 -0.00217 -5.38188 0.011 -0.020 0.120
H -3.06162 0.73067 -4.19546 -0.051 0.015 -0.052
H -3.53988 1.13698 -6.59958 -0.010 0.002 0.021
H -1.70685 0.78533 -8.25615 -0.001 -0.001 0.000
H 0.52321 0.03578 -7.42356 0.014 -0.009 0.014
H 0.81698 -0.33154 -4.98334 0.029 0.000 -0.065
```
Positions in Å, forces in eV/Å.



No. 6
Computed, not measured: an isolated molecule of C15H15NO4 at a distorted geometry, with ωB97M-V with the def2-TZVPD basis set.

Summary:
E_HOMO = -0.2947 hartree
molecular weight = 273.3 Da
energy above the lowest of the compared OMol25 structures with the same formula, charge and spin = 1.750 eV
energy = -25477.9378 eV
SMILES = C[C@@H](NC(=O)c1ccco1)c1ccc2c(c1)OCCO2

The geometry in XYZ format:
```
35
Properties=species:S:1:pos:R:3:forces:R:3
C -0.59600 -3.05398 0.38220 0.015 0.107 -0.233
H 0.27592 -3.69264 0.27496 0.103 -0.113 0.043
H -1.49104 -3.66429 0.27837 -0.028 -0.044 -0.006
H -0.59744 -2.59758 1.36761 0.024 -0.015 0.109
C -0.59324 -1.96461 -0.68782 0.014 -0.066 0.329
N -1.80123 -1.15400 -0.57430 -0.146 -0.189 -0.333
C -2.02172 -0.29746 0.45018 -0.199 -0.182 -0.346
O -1.25808 -0.12243 1.37916 -0.022 0.070 0.155
C -3.30428 0.42553 0.34421 -0.181 0.837 0.985
C -3.85033 1.35903 1.18526 0.530 -0.629 -0.416
C -5.08738 1.73031 0.61485 -0.172 -0.247 -0.504
C -5.20631 0.99949 -0.52802 -0.447 0.562 0.408
O -4.13833 0.20788 -0.70395 0.284 -0.326 -0.227
H -5.97615 0.95501 -1.27341 -0.034 -0.079 -0.141
H -5.78955 2.44058 1.00007 -0.189 0.130 0.015
H -3.40847 1.72086 2.08996 0.166 0.025 0.180
H -2.51337 -1.24095 -1.28032 0.025 0.033 0.064
C 0.61686 -1.05130 -0.65453 0.194 0.022 -0.135
C 1.62642 -1.16182 0.28362 0.081 0.111 -0.179
C 2.70314 -0.28458 0.27445 0.019 0.120 -0.079
C 2.78696 0.71087 -0.70036 0.019 -0.130 0.054
C 1.76387 0.83222 -1.63176 0.129 -0.001 0.131
C 0.69354 -0.03613 -1.60533 0.107 -0.049 0.034
H -0.09477 0.07403 -2.33553 -0.094 0.018 -0.071
H 1.83385 1.61542 -2.36965 0.027 0.094 -0.108
O 3.85077 1.57597 -0.77785 -0.375 0.040 -0.103
C 4.95625 1.17002 -0.00342 0.222 -0.264 0.446
C 4.49205 0.70092 1.37512 0.277 0.441 -0.238
H 5.33650 0.39902 1.99656 -0.051 0.082 -0.056
O 3.66212 -0.43048 1.24654 -0.238 -0.251 -0.137
H 3.94264 1.51542 1.86687 0.065 -0.088 -0.011
H 5.61745 2.03478 0.07188 -0.017 -0.106 0.028
H 5.48272 0.34579 -0.50518 -0.032 0.107 0.040
H 1.60728 -1.90711 1.05934 -0.042 -0.124 0.149
H -0.63395 -2.43673 -1.67779 -0.033 0.100 0.151
```
Positions in Å, forces in eV/Å.